{"formula": "C37H129F3N5O37S", "method": "the ωB97M-V functional and the def2-TZVPD basis", "gap_ev": 9.399, "total_charge": -1, "multiplicity": 1, "e_homo_ha": -0.2747, "e_tot_ha": -5242.5222, "species": ["F", "C", "O", "H", "C", "H", "H", "O", "H", "H", "H", "H", "C", "O", "H", "H", "H", "O", "O", "H", "H", "O", "H", "H", "C", "H", "H", "C", "H", "H", "H", "O", "H", "H", "N", "H", "H", "H", "O", "H", "O", "O", "H", "C", "H", "O", "H", "O", "O", "H", "C", "H", "C", "H", "O", "H", "H", "H", "H", "H", "H", "H", "C", "C", "H", "O", "H", "H", "H", "O", "H", "O", "C", "C", "O", "H", "O", "H", "H", "H", "O", "H", "H", "H", "C", "C", "C", "N", "H", "H", "H", "H", "H", "C", "H", "H", "C", "H", "C", "H", "H", "H", "H", "O", "H", "O", "H", "H", "H", "H", "C", "C", "H", "H", "H", "H", "H", "O", "O", "C", "O", "H", "H", "O", "H", "H", "H", "H", "H", "N", "C", "H", "O", "C", "H", "F", "S", "H", "O", "H", "H", "H", "O", "N", "C", "H", "F", "H", "O", "H", "H", "C", "H", "C", "H", "O", "H", "H", "O", "H", "H", "O", "C", "H", "C", "C", "C", "H", "O", "H", "N", "O", "H", "H", "H", "H", "O", "H", "H", "H", "C", "C", "H", "H", "H", "H", "H", "C", "O", "H", "H", "H", "H", "H", "H", "C", "H", "C", "H", "H", "H", "H", "H", "H", "H", "H", "H", "H", "H", "C", "C", "H"], "positions_angstrom": [[-2.416308, 0.780732, 0.226386], [0.606471, 0.120121, 4.566097], [-1.679947, -4.289412, -3.390059], [-1.977842, 2.659417, 6.335017], [-0.784860, -0.396478, -4.558657], [-3.136425, -1.527669, 2.062690], [6.813992, 3.712299, -3.856953], [-5.446155, 0.294631, 3.293776], [-0.551442, -0.812078, -6.694572], [5.343357, 5.406954, -3.633790], [4.926415, 0.187173, 0.878300], [5.376539, -0.046810, -0.562069], [0.874650, 6.992434, -3.228074], [5.894138, 0.194149, -4.091425], [-7.342279, -1.010165, -0.550689], [-0.482306, 5.959849, 2.317308], [-1.236952, -0.597748, -2.615093], [0.074550, 6.922737, -0.984049], [-2.187401, 2.763855, -2.766489], [-0.652158, -3.219458, 1.271412], [-5.065700, -0.328610, 2.669060], [-8.241997, -1.156578, 1.356167], [5.776217, -0.937931, -6.386950], [4.782981, 3.551148, -2.057776], [2.057919, -3.391034, -1.119260], [-3.234625, -4.666720, -0.437106], [-0.230529, 6.292442, -0.318418], [-0.732515, -1.332029, -5.765629], [-1.364612, -3.094232, 6.537399], [5.527766, -3.280440, 2.244324], [-6.218495, 0.670117, 2.791633], [-3.208287, 4.039604, 2.409870], [-1.656485, 0.252836, -4.733157], [-0.187113, 5.297350, -2.349669], [4.040082, -2.102665, -6.288920], [0.944821, -5.366836, 1.675667], [0.829911, -4.645055, 4.208933], [1.379787, -5.441402, -0.613411], [2.309561, 3.854637, 2.583995], [7.002257, -0.372465, -2.377440], [-1.741239, -5.204896, -5.986444], [-4.882846, 2.796887, 4.507553], [-8.284880, 1.376518, 2.234476], [0.399512, -7.980304, 1.427109], [0.051796, -2.037480, -5.716570], [1.206808, 0.509414, 0.098108], [-6.456125, 1.020906, -1.466741], [3.704379, 1.846879, 1.154322], [-3.816031, -1.701897, 1.442764], [-2.345473, 5.309922, 3.841344], [5.211614, -3.680503, 3.195863], [3.951003, -0.484016, -4.063957], [4.071839, 4.930364, -5.287624], [1.394963, 5.550524, -1.697017], [2.048373, 7.801223, -3.077174], [-2.531731, -1.611928, -6.425876], [0.169421, 2.724607, 5.583845], [-0.680283, -5.542840, 0.838522], [5.809229, 2.726596, -4.755827], [-1.400495, 5.392961, -4.628543], [3.218151, -6.541230, -3.766578], [0.575687, -3.096716, 2.422276], [-4.002505, 4.052259, -2.066344], [-1.197090, 0.908278, 0.762301], [6.696274, 1.301265, -2.598108], [3.814645, 2.461009, -3.484767], [-4.866715, 3.937066, -1.460834], [-1.278494, 0.109734, 4.549099], [4.239814, -2.149943, 3.545942], [2.019494, 1.650839, 7.153730], [0.622974, -4.737776, -2.106886], [4.935277, -2.635752, 4.064589], [-2.106723, 4.730946, 2.933118], [4.184339, -4.813059, 3.156454], [-2.197665, 4.943006, -4.588514], [6.106945, -4.129527, 3.666365], [-5.053202, 5.624984, 0.915068], [2.610919, 2.929985, 5.684490], [0.512383, -0.071185, 3.432586], [-2.099373, 6.580264, 1.703658], [-0.225249, -6.976119, 2.213710], [1.891649, -1.556289, 4.550384], [-2.768088, -2.228249, 5.055860], [-3.654154, -4.385755, -2.754185], [1.276286, 2.779377, 7.437712], [2.306593, -6.268629, -3.308997], [-0.075565, -5.626776, 1.768370], [6.119655, 3.676946, -4.575280], [-2.799870, 2.963575, -0.824591], [3.322511, 2.641378, 1.490143], [1.301357, -2.992375, -0.540414], [-0.181009, -8.889321, 1.664259], [2.071012, 4.764241, 2.919321], [-0.637320, -4.730990, 2.837730], [-7.545550, -3.057662, 1.157985], [3.290561, 4.342335, -2.685589], [4.113566, 3.725103, -2.988621], [-2.370599, 1.279881, 6.750205], [-2.625183, -4.716685, -2.440348], [1.873780, 3.491819, 8.023454], [-4.510573, 5.739053, 0.119924], [1.318040, 0.985278, 4.658829], [-3.363340, -2.093075, 0.708631], [-0.627013, 0.488513, 5.141172], [-5.293510, 1.308116, -0.087688], [-2.763344, -1.507381, 4.361359], [-7.233943, -2.246856, 2.754274], [-1.703511, -5.052715, 2.849311], [-8.401629, 1.139246, -0.129301], [2.151334, 3.401959, 3.435359], [0.511688, 6.103856, -2.045857], [2.704674, 1.813039, -2.854838], [4.463058, 1.288097, -6.000081], [3.750549, -4.355549, -0.766689], [1.091500, 6.273682, -4.026252], [5.189704, -1.751391, -3.969494], [3.054399, -1.863476, -6.098667], [-0.407053, -1.263292, -0.248291], [2.954900, -1.256267, 2.397615], [6.210168, 0.339232, -2.750978], [-2.761182, 2.127798, 6.550137], [0.351383, 4.324209, 6.327381], [-7.293874, 2.540051, 1.677867], [-2.483603, -2.814427, -0.767081], [3.007928, 1.243645, 0.856830], [3.195755, -2.831784, -2.854788], [-4.298045, 4.022783, -3.116117], [-2.124509, 5.178477, 0.112909], [-1.122218, -2.743848, 2.874520], [3.258853, -3.566259, -0.358063], [-7.447341, 0.909124, 0.342136], [2.857320, -3.994300, 1.962526], [-0.406852, 0.878511, -1.676043], [4.793800, -0.894844, -5.944732], [-8.963706, -2.694676, 2.317107], [-0.840716, 2.115487, 1.052536], [-0.086635, 0.158592, -0.433912], [-1.533326, -4.623572, -0.472909], [2.628251, -5.378021, -2.228136], [-3.564600, 3.663965, 3.197374], [4.327288, -2.865942, -5.665048], [-3.868541, 1.973030, -1.878444], [-1.163807, -1.180420, -3.433960], [-0.152249, -4.886854, 4.190567], [-6.310884, 1.471314, -0.475566], [1.745194, -7.239355, -3.029180], [-1.238435, 0.307266, 1.987328], [1.877355, 2.502688, -2.814830], [2.864972, -4.500462, 2.841091], [3.064848, -0.323744, 2.570321], [-1.766277, -4.965606, -5.029061], [-7.283617, -0.639653, 0.444774], [4.108411, 0.517660, -7.541083], [-3.200315, 2.855314, -1.827888], [-2.055868, 4.079404, -4.188442], [4.861855, -0.467298, 0.156127], [0.195823, -1.834974, 5.192649], [2.502434, -1.300283, 1.501776], [2.019014, 3.678624, 5.469724], [-1.741790, -4.347943, -6.479353], [-4.995936, 1.967365, 4.011866], [-1.930433, -2.180347, -5.928451], [-1.534785, 5.675330, 1.917126], [3.854698, -2.769198, -0.373743], [1.080039, -1.159955, 5.194111], [0.806346, 3.392821, 6.173207], [1.531846, -4.794095, -1.533749], [-6.491157, 2.553827, -0.678229], [1.484285, -1.059937, 6.525832], [2.440457, -1.172559, 6.640572], [-7.439369, 1.534870, 1.715841], [-1.333267, 5.096097, 0.610818], [0.047244, 7.542463, -3.599692], [1.417187, -8.051071, 1.742655], [4.642538, -5.556494, 2.473826], [-1.342474, 4.010396, 3.162004], [-2.027716, -3.573142, 6.034148], [-3.549974, -0.971100, 4.431226], [5.304249, 0.188549, -2.148311], [2.983712, 1.440115, -1.885864], [4.953961, -0.775973, -4.419494], [4.963049, 4.453241, -4.110451], [-3.039968, 5.573866, -2.686260], [0.175087, 0.133908, -4.286835], [3.720698, 4.061993, -5.912134], [-6.261399, -0.860951, 0.832143], [1.624137, -5.815771, -4.068291], [2.267038, -2.484168, -2.346859], [-3.336581, 5.252482, -1.834767], [-4.540260, 4.946319, 1.408451], [2.976803, 0.281594, -6.159858], [-1.446057, 2.284881, -2.324596], [1.384432, -2.576034, -2.938318], [3.257553, 5.596140, -5.028485], [4.733259, 5.617106, -5.867820], [-7.964740, -2.396592, 1.943529], [-4.676847, 2.632809, 5.408742], [-0.457451, -3.367632, 2.354880], [4.173222, -5.292746, 4.108764], [-1.393285, -3.903750, 5.345720], [-2.571715, -5.814103, -2.443290], [-1.519711, -3.377638, -3.241312], [0.432781, 2.493221, 8.143788], [0.213506, -7.828360, 0.368148], [2.256558, 7.897437, -2.097538], [1.508193, 0.835654, 7.002366], [-0.115768, -5.858605, 4.462979], [2.478749, -1.471086, -2.114786], [-1.602138, -2.406610, -0.887975], [-2.434216, -4.247012, -0.984902], [4.047003, 0.388735, -6.464552], [2.372197, 1.000016, -3.440770]], "atomic_forces_ev_per_a": [[-0.4, 0.7, 0.3], [0.6, 0.4, -1.5], [0.2, -1.3, 0.5], [-0.4, -0.2, -0.1], [-0.8, -0.4, 0.6], [1.1, 0.2, 1.3], [0.4, -0.4, 0.3], [-0.4, 0.1, 0.0], [-0.1, 0.6, -0.2], [-0.2, -1.0, -0.4], [-0.2, -0.3, -0.4], [-0.5, -0.4, 0.8], [1.2, -1.8, -0.1], [0.7, 0.4, -0.9], [-0.4, -0.8, -0.9], [-1.7, -0.2, -0.8], [0.3, -0.8, -1.8], [-0.2, -0.2, -0.2], [1.9, -0.6, -0.3], [-0.3, -0.4, 0.6], [0.3, -0.2, -0.3], [-0.4, 1.3, -1.0], [0.5, -0.1, -0.2], [-0.9, 0.6, -1.1], [0.3, -0.8, -1.8], [-1.1, -0.4, 0.6], [-0.4, 0.0, 0.4], [-0.8, -0.6, 0.0], [-0.2, 0.4, 0.7], [-0.2, -0.1, -0.8], [0.3, 0.1, 0.1], [0.2, 0.6, -0.6], [0.7, 0.7, -0.1], [-0.2, 0.6, 0.1], [-0.5, 0.5, 0.3], [1.4, 0.1, -0.7], [0.4, 0.5, -0.1], [-0.2, 0.9, -0.8], [-0.7, 1.4, 1.4], [-0.8, 0.0, -0.5], [0.0, 0.7, -0.3], [-0.3, 1.0, -1.7], [-0.4, -0.3, -0.1], [-2.0, 0.0, 0.7], [1.0, -0.8, 0.5], [0.7, -0.2, -0.1], [0.6, -0.1, 0.0], [1.0, -1.5, -0.3], [-1.7, 0.3, 0.1], [-0.1, -0.2, -0.2], [1.2, -1.2, 1.1], [0.1, -0.1, 0.4], [1.3, -0.3, -0.8], [0.2, 0.1, -0.3], [-0.1, 0.0, 1.9], [-0.3, -0.3, 0.2], [0.0, 0.0, 0.1], [0.7, 0.3, 0.5], [0.3, -0.1, 0.2], [2.4, 1.1, -0.1], [1.0, -0.3, -0.5], [0.7, 0.5, 0.6], [-0.6, -0.2, -1.7], [-0.7, -1.3, 1.1], [-0.5, 0.3, 0.0], [-1.2, -0.8, -0.6], [-1.0, 0.5, 0.7], [-0.8, -0.3, 0.1], [0.6, -0.1, 1.0], [1.5, -0.9, -0.1], [-0.4, 0.0, -0.5], [-1.9, 1.5, -0.5], [0.3, 0.6, -0.5], [1.3, -0.1, -0.8], [-2.7, -0.7, -0.1], [-0.1, -0.3, -0.6], [0.6, -0.5, -0.1], [-0.2, 0.3, -0.1], [0.0, 0.2, 1.7], [-0.3, 0.2, 0.7], [-0.1, 0.1, 0.1], [-0.5, -0.2, 0.4], [-0.1, 0.8, -0.7], [0.8, -0.4, 0.2], [-2.3, -0.5, 2.4], [-2.2, -0.3, 0.7], [-0.9, -1.7, 0.4], [-1.2, 0.6, -0.4], [0.2, -0.3, 0.4], [-0.8, 1.0, 0.4], [-1.6, 1.1, 1.5], [0.6, 0.1, 0.1], [0.5, -1.1, -1.0], [-1.9, -2.0, -0.8], [-0.3, -0.2, 0.7], [-0.9, 0.2, 0.0], [3.3, -0.2, 0.4], [0.1, -0.6, 0.0], [-0.9, 0.2, 0.5], [0.2, -0.2, -0.4], [-0.3, 0.2, 0.0], [-0.4, -0.8, 0.1], [0.5, -0.5, -1.2], [0.0, 0.7, -0.1], [-0.5, -0.1, 0.0], [0.6, -0.6, 0.3], [-0.2, -0.4, -0.1], [0.2, 0.6, 0.2], [-0.1, -0.1, -0.3], [0.2, -0.2, -0.3], [0.6, 0.3, -0.1], [0.8, 1.2, -0.1], [-0.1, -0.2, 0.1], [0.3, 0.2, 0.1], [0.3, 0.0, -0.2], [0.2, 0.0, -0.1], [0.5, -0.7, -0.1], [0.2, 1.1, -1.4], [-0.9, -0.6, -1.4], [0.8, -0.8, 0.8], [0.3, 0.7, 0.1], [-0.9, 1.3, 0.3], [0.0, -0.2, -0.2], [-0.1, -1.0, -0.8], [-0.3, 0.5, -0.2], [-0.8, -0.1, -0.1], [-0.4, 0.0, -0.1], [-1.3, 0.1, -0.9], [-0.5, 1.5, 0.8], [0.1, -1.2, 1.1], [0.2, -0.3, 1.9], [0.1, -1.0, 1.3], [-0.1, -1.2, 0.5], [-0.4, 1.0, 0.3], [0.8, -0.5, 0.0], [-0.2, 1.9, -0.6], [1.0, -0.2, 1.2], [0.0, 0.0, -0.7], [-0.5, -1.1, -1.4], [-1.5, -1.2, 1.0], [-0.4, 0.3, -0.4], [0.3, 0.2, 0.2], [0.0, 0.0, 1.5], [0.7, 0.1, 0.4], [-0.7, 0.8, -1.1], [0.9, 1.3, 0.2], [0.0, -0.7, -0.7], [-0.4, 0.3, 0.4], [-0.5, 1.3, -1.8], [0.0, 0.6, -0.1], [0.1, 0.2, -0.9], [0.8, 1.4, 2.0], [-0.1, -0.2, -0.1], [-0.3, -0.7, 0.9], [0.3, -0.3, 0.4], [0.7, 0.4, -0.2], [0.6, 0.2, -0.3], [0.8, 0.2, 1.5], [0.3, -0.3, -0.7], [-0.1, -0.9, 1.0], [0.1, -0.3, 0.5], [0.9, 1.6, 0.0], [2.0, 0.7, -0.6], [0.5, 0.8, 0.0], [0.2, -0.9, -1.5], [1.1, -0.5, -0.7], [1.6, -0.2, 1.5], [0.3, -0.6, 0.4], [0.6, 0.5, 1.5], [-0.4, 0.0, -0.4], [0.6, -0.4, -0.7], [1.6, -0.4, 1.4], [-0.9, 1.0, 0.1], [0.9, -0.3, -0.4], [-0.4, 0.1, -0.1], [0.6, -0.4, 0.3], [0.8, 0.1, -0.6], [-0.6, 0.1, 0.2], [0.1, 0.5, -0.1], [0.0, 0.0, 0.7], [-0.9, -0.2, -0.3], [-0.9, 1.0, 1.2], [0.4, 0.2, -0.4], [-0.9, -0.3, -0.9], [0.3, 1.0, 0.5], [-0.4, 0.1, -0.3], [0.6, 0.1, 0.5], [1.1, -1.8, 0.2], [0.2, 0.7, 1.1], [-0.3, 0.4, 0.0], [0.6, 0.3, -0.2], [-0.5, 0.2, -0.7], [-0.5, 0.3, -0.9], [-0.4, -0.3, 0.6], [-0.4, -0.9, -0.1], [0.0, 0.2, -0.4], [0.5, -0.7, 1.0], [0.0, 0.9, -1.8], [-0.1, -0.2, 0.9], [-0.5, -0.6, -0.1], [-0.2, 0.2, 0.1], [0.3, 2.0, -0.2], [0.5, 0.4, -0.8], [0.5, 0.3, -0.4], [-0.7, -0.2, -1.8], [-0.1, 0.2, 0.1], [-0.5, -0.4, -0.1], [-0.2, 1.1, 0.6], [-0.4, -0.1, 0.2], [1.2, 1.0, -0.3], [0.0, -1.0, 0.7], [-0.1, -1.0, -0.9]]}